[1]
An isolated molecule of C4H8N4S in a non-equilibrium geometry, computed with wB97M-V/def2-TZVPD.

```
! wB97M-V def2-TZVPD RIJCOSX def2/J DEFGRID3
* xyz 0 1
C 1.025 1.951 2.406
C -0.182 0.195 -0.166
C -0.958 -1.903 0.891
C 0.574 0.608 -2.361
N 0.624 0.802 2.360
N -0.166 -0.211 2.226
N -0.472 -0.499 0.947
N -0.123 -0.353 -1.495
S 1.619 3.365 2.520
H -0.021 1.270 -0.134
H -0.960 -2.380 1.969
H -2.013 -1.958 0.537
H -0.570 -2.493 0.112
H 1.693 0.224 -2.524
H 0.309 0.653 -3.420
H 0.452 1.634 -1.973
H -0.831 -0.905 -1.895
*
```

Its energy is -774.2462 Ha. The LUMO energy (alpha / beta) comes out at 0.41 / 0.42 eV.

natural (NBO) population analysis, charges in e, atoms 1 to 8:
1. C 0.13
2. C 0.14
3. C -0.43
4. C -0.42
5. N -0.28
6. N -0.23
7. N -0.12
8. N -0.64

[2]
A cluster of 2 separate species, C4H8NO in total in a non-equilibrium geometry, computed with wB97M-V/def2-TZVPD.

```
! wB97M-V def2-TZVPD RIJCOSX def2/J DEFGRID3
* xyz -1 1
C -2.219 -0.190 1.225
O -1.066 0.383 0.786
H -2.130 -0.674 2.225
H -3.023 0.571 1.336
H -2.601 -0.964 0.534
C 0.412 -0.475 -0.841
C 0.779 0.427 -1.824
C 2.161 0.122 0.462
N 1.274 -0.807 0.145
H -0.567 -0.947 -0.858
H 1.831 0.609 -2.121
H 0.020 0.984 -2.327
H 2.348 0.313 1.556
H 2.780 0.649 -0.299
*
```

Its energy is -287.0445 Ha. The LUMO energy comes out at 3.96 eV.

natural (NBO) population analysis, charges in e, atoms 1 to 8:
1. C -0.21
2. O -0.93
3. H 0.08
4. H 0.10
5. H 0.08
6. C 0.08
7. C -0.58
8. C -0.02

[3]
The ion C4H8NO with charge +1 in a non-equilibrium geometry, computed with wB97M-V/def2-TZVPD.

```
! wB97M-V def2-TZVPD RIJCOSX def2/J DEFGRID3
* xyz 1 1
C 0.410 -0.669 0.001
C 0.759 -1.500 1.106
C -0.867 1.358 -0.863
C -0.121 0.706 0.240
N 0.726 2.044 0.765
O 1.827 2.033 0.479
H 0.851 -0.970 -0.893
H -0.013 -1.500 1.931
H 1.801 -1.031 1.535
H 1.226 -2.565 0.806
H -1.883 1.414 -0.552
H -0.502 2.286 -1.075
H -0.862 0.938 -1.838
H -0.654 0.609 1.151
*
```

Its energy is -286.7375 Ha. The LUMO energy (alpha / beta) comes out at -7.25 / -7.11 eV.

natural (NBO) population analysis, charges in e, atoms 1 to 8:
1. C 0.29
2. C -0.76
3. C -0.63
4. C -0.32
5. N 0.39
6. O -0.09
7. H 0.22
8. H 0.29

[4]
A cluster of 2 separate species, C4H8NO in total in a non-equilibrium geometry, computed with wB97M-V/def2-TZVPD.

```
! wB97M-V def2-TZVPD RIJCOSX def2/J DEFGRID3
* xyz 1 1
C -0.724 1.875 -0.285
C 1.545 0.050 0.433
C 1.467 -1.241 -0.170
C -1.428 -0.357 0.212
N -0.446 0.728 0.166
O 2.193 0.915 0.875
H -1.812 2.120 -0.466
H -0.087 2.632 -0.205
H 1.353 -1.197 -1.247
H 0.638 -1.688 0.215
H 2.391 -1.732 -0.007
H -1.581 -0.859 1.170
H -1.088 -1.142 -0.519
H -2.420 -0.104 -0.172
*
```

Its energy is -286.8720 Ha. The LUMO energy comes out at -4.52 eV.

natural (NBO) population analysis, charges in e, atoms 1 to 8:
1. C 0.06
2. C 0.91
3. C -0.77
4. C -0.47
5. N -0.39
6. O -0.33
7. H 0.20
8. H 0.20

[5]
The ion C4H8NO with charge +1 in a non-equilibrium geometry, computed with wB97M-V/def2-TZVPD.

```
! wB97M-V def2-TZVPD RIJCOSX def2/J DEFGRID3
* xyz 1 1
C -1.656 -0.501 -0.578
C -2.202 -0.085 0.493
C -1.048 0.774 -0.090
C 1.179 -0.429 -0.360
N 0.417 0.604 0.430
O 2.525 -0.221 0.106
H -1.521 -1.201 -1.353
H -2.708 0.030 1.387
H -1.150 1.800 -0.483
H 0.802 -1.359 0.119
H 1.003 -0.196 -1.382
H 0.446 0.499 1.449
H 1.051 1.372 0.262
H 2.861 -1.087 0.001
*
```

Its SMILES is OC[NH2+]C1C=C1. Its energy is -286.8306 Ha. The LUMO energy comes out at -3.22 eV.

natural (NBO) population analysis, charges in e, atoms 1 to 8:
1. C -0.15
2. C -0.10
3. C -0.16
4. C 0.08
5. N -0.54
6. O -0.69
7. H 0.26
8. H 0.27

[6]
The ion C4H8NO with charge +1 in a non-equilibrium geometry, computed with wB97M-V/def2-TZVPD.

```
! wB97M-V def2-TZVPD RIJCOSX def2/J DEFGRID3
* xyz 1 1
C -1.389 1.073 -0.302
C -0.389 -1.193 0.546
C 1.488 1.089 0.250
C 0.913 -1.169 -0.251
N -1.166 -0.200 -0.281
O 1.593 -0.061 -0.278
H -1.122 1.653 0.596
H -1.709 1.638 -1.142
H -1.000 -2.153 0.350
H -0.061 -0.838 1.610
H 2.038 1.819 -0.295
H 0.878 1.279 1.008
H 1.244 -2.118 -0.772
H -1.317 -0.818 -1.039
*
```

Its energy is -286.7607 Ha. The LUMO energy (alpha / beta) comes out at -4.69 / -4.69 eV.

natural (NBO) population analysis, charges in e, atoms 1 to 8:
1. C 0.03
2. C -0.31
3. C -0.04
4. C 0.03
5. N -0.42
6. O -0.29
7. H 0.22
8. H 0.24

[7]
A cluster of 2 separate species, C4H8NO in total in a non-equilibrium geometry, computed with wB97M-V/def2-TZVPD.

```
! wB97M-V def2-TZVPD RIJCOSX def2/J DEFGRID3
* xyz 1 1
C -0.141 -0.231 -1.092
C 1.454 1.962 0.378
C -1.692 -2.346 -0.686
C -1.030 -1.052 -0.566
N 1.272 1.647 1.617
O -1.675 -1.547 0.481
H -0.092 -0.380 -2.205
H 0.263 0.551 -0.425
H 0.775 2.685 0.045
H 2.232 1.713 -0.302
H -2.588 -2.494 -1.050
H -1.189 -3.269 -0.541
H 0.557 1.857 2.291
H 1.855 0.904 2.055
*
```

Its energy is -286.7901 Ha. The LUMO energy comes out at -5.96 eV.

natural (NBO) population analysis, charges in e, atoms 1 to 8:
1. C -0.56
2. C 0.16
3. C -0.11
4. C 0.34
5. N -0.58
6. O -0.43
7. H 0.27
8. H 0.15

[8]
A cluster of 2 separate species, C4H8NO in total in a non-equilibrium geometry, computed with wB97M-V/def2-TZVPD.

```
! wB97M-V def2-TZVPD RIJCOSX def2/J DEFGRID3
* xyz 1 1
C 0.908 -1.040 0.004
C 1.867 0.058 -0.375
C -2.145 -0.115 0.540
C -1.023 0.690 -0.231
N 0.352 0.063 -0.185
O 2.732 0.635 0.401
H 0.854 -2.108 -0.024
H 2.573 0.371 -2.125
H -3.106 0.567 0.550
H -2.369 -1.065 0.069
H -1.801 -0.442 1.582
H -0.796 1.719 0.114
H -1.283 0.642 -1.269
H 3.236 0.025 0.948
*
```

Its energy is -286.7089 Ha. The LUMO energy (alpha / beta) comes out at -5.13 / -5.13 eV.

natural (NBO) population analysis, charges in e, atoms 1 to 8:
1. C 0.18
2. C 0.36
3. C -0.64
4. C -0.23
5. N -0.19
6. O -0.67
7. H 0.27
8. H 0.15

[9]
A structure of composition C4H8NO in a non-equilibrium geometry, computed with wB97M-V/def2-TZVPD.

```
! wB97M-V def2-TZVPD RIJCOSX def2/J DEFGRID3
* xyz 1 1
C 1.020 -0.341 -0.585
C -0.024 0.146 1.155
C -1.213 0.455 -0.712
C 0.744 1.005 0.104
N -0.327 -0.635 -0.084
O -0.325 1.578 -0.535
H 1.169 -0.250 -1.623
H 1.638 -0.933 -0.048
H 0.636 -0.376 1.928
H -0.761 0.653 1.630
H -1.499 0.108 -1.766
H -2.118 0.359 0.005
H 1.440 1.641 0.445
H -0.664 -1.583 0.045
*
```

Its energy is -286.8452 Ha. The LUMO energy comes out at -3.46 eV.

natural (NBO) population analysis, charges in e, atoms 1 to 8:
1. C -0.22
2. C -0.24
3. C 0.08
4. C 0.10
5. N -0.36
6. O -0.45
7. H 0.24
8. H 0.23

[10]
The ion C4H8NO2 with charge -1 in a non-equilibrium geometry, computed with wB97M-V/def2-TZVPD.

```
! wB97M-V def2-TZVPD RIJCOSX def2/J DEFGRID3
* xyz -1 1
O 2.708 0.411 -1.102
C 2.416 0.167 0.086
O 3.195 0.020 1.050
C 0.879 0.009 0.394
C -0.006 0.056 -0.809
C -1.566 -0.056 -0.491
N -1.929 -0.574 0.844
H 0.704 0.845 1.072
H 0.850 -0.922 0.969
H 0.185 -0.658 -1.602
H 0.032 1.040 -1.278
H -2.028 0.935 -0.558
H -1.970 -0.684 -1.291
H -2.364 0.201 1.323
H -1.106 -0.790 1.391
*
```

Its SMILES is NCCCC(=O)[O-]. Its energy is -362.4940 Ha. The LUMO energy comes out at 3.86 eV.

natural (NBO) population analysis, charges in e, atoms 1 to 8:
1. O -0.79
2. C 0.77
3. O -0.79
4. C -0.55
5. C -0.40
6. C -0.21
7. N -0.86
8. H 0.20

- Among the records above, which one has the lowest energy?
  C4H8N4S

- energy of number 7 (C4H8NO)?
  -286.7901 Ha

- Among the records above, which one has the lowest energy?
  C4H8N4S